[1]
105
Properties=species:S:1:pos:R:3:mulliken_charge:R:1 method="wB97M-V/def2-TZVPD" e_homo_ev=-7.1 gap_ha=0.2678 relative_energy_kcal_mol=10.81 lumo_energy_ev=0.2 e_tot_ev=-146295.8444
Sn 0.04 0.00 0.28 1.52
I 1.61 0.25 5.33 -0.05
C 0.36 -1.24 4.53 -0.34
C -0.24 -2.17 5.36 -0.25
C -1.09 -3.11 4.83 -0.21
I -1.97 -4.54 6.13 0.01
C -1.38 -3.12 3.45 0.48
C -2.30 -3.98 2.83 -0.70
C -2.51 -3.90 1.48 -1.30
C -1.80 -2.94 0.75 -0.31
N -0.96 -2.11 1.30 0.79
C -0.73 -2.17 2.62 0.05
C 0.19 -1.21 3.15 -0.46
O 0.81 -0.37 2.42 -0.18
H -0.05 -2.15 6.42 0.39
H -2.84 -4.70 3.43 0.19
H -3.22 -4.55 0.99 0.44
H -1.96 -2.83 -0.31 0.43
N -0.20 -1.37 -2.50 0.17
C 1.07 -1.87 -2.99 1.24
C 0.97 -2.57 -4.36 -0.82
C 2.32 -2.95 -4.98 -1.29
C 3.27 -1.75 -5.11 -0.56
N 3.86 -1.44 -3.83 -0.31
C 4.34 -0.29 -3.52 0.71
N 4.98 -0.17 -2.32 -0.50
N 4.35 0.82 -4.32 -0.35
C 1.63 -2.85 -1.95 0.33
O 2.93 -3.04 -1.98 -0.63
O 0.90 -3.44 -1.19 -0.61
H -0.78 -2.16 -2.26 0.24
H -0.66 -0.83 -3.22 -0.12
H 1.74 -1.01 -3.07 -0.70
H 0.44 -1.90 -5.05 0.41
H 0.37 -3.48 -4.25 0.27
H 2.14 -3.36 -5.97 0.51
H 2.81 -3.72 -4.39 0.35
H 2.71 -0.90 -5.53 0.27
H 4.06 -2.00 -5.82 0.47
H 3.40 -2.47 -2.70 0.35
H 4.95 -1.01 -1.76 0.28
H 4.87 0.69 -1.81 0.14
H 3.85 0.82 -5.18 0.20
H 4.62 1.71 -3.94 0.23
Cl 0.26 2.61 1.62 0.00
C -1.39 2.26 1.92 0.14
C -1.84 1.03 1.47 -1.64
C -3.18 0.77 1.73 1.06
Cl -3.89 -0.71 1.19 -0.17
C -4.02 1.68 2.36 -0.11
Cl -5.68 1.32 2.62 -0.21
C -3.52 2.92 2.77 0.49
Cl -4.56 4.08 3.49 -0.20
C -2.18 3.22 2.54 -0.11
Cl -1.56 4.76 2.97 -0.22
C 3.36 3.72 1.37 -0.90
N 3.98 2.44 1.16 0.91
C 5.39 2.44 1.47 -1.39
C 3.36 1.34 0.60 -0.33
N 2.48 1.36 -0.36 0.56
C 2.32 2.50 -1.14 -0.16
C 3.42 3.29 -1.49 -0.42
C 3.28 4.50 -2.15 -0.91
C 2.01 4.97 -2.44 -1.08
C 0.93 4.15 -2.22 -0.06
C 1.06 2.87 -1.68 -1.11
N -0.05 2.03 -1.64 0.57
C -0.79 1.98 -2.71 -0.28
N -2.07 1.56 -2.67 0.52
C -2.80 1.51 -1.43 -1.03
C -2.72 0.91 -3.78 -1.23
N -0.38 2.29 -4.01 0.53
C -1.13 3.31 -4.73 -1.26
C 0.97 2.11 -4.45 -0.80
N 3.79 0.15 1.09 0.59
C 4.14 -0.01 2.48 -1.06
C 3.41 -1.08 0.44 -0.73
H 3.94 4.51 0.87 0.31
H 3.34 3.94 2.44 0.37
H 2.35 3.73 0.99 0.12
H 5.88 3.23 0.90 0.42
H 5.84 1.49 1.21 0.35
H 5.57 2.64 2.53 0.34
H 4.41 2.96 -1.21 0.58
H 4.16 5.09 -2.38 0.48
H 1.88 5.95 -2.88 0.41
H -0.07 4.49 -2.45 0.68
H -2.36 2.22 -0.74 0.29
H -2.75 0.52 -0.99 0.14
H -3.84 1.78 -1.62 0.40
H -2.04 0.79 -4.62 0.39
H -3.58 1.50 -4.13 0.30
H -3.09 -0.07 -3.47 0.38
H -2.05 3.53 -4.20 0.38
H -1.36 2.96 -5.74 0.31
H -0.54 4.23 -4.80 0.38
H 1.47 1.40 -3.79 0.09
H 1.55 3.04 -4.46 0.24
H 0.95 1.70 -5.47 0.49
H 5.18 -0.33 2.60 0.21
H 3.49 -0.77 2.92 0.30
H 3.98 0.92 3.03 0.34
H 3.13 -0.87 -0.59 -0.28
H 4.24 -1.79 0.48 0.62
H 2.55 -1.54 0.94 0.17

---

[2]
108
Properties=species:S:1:pos:R:3:mulliken_spin:R:1 method="wB97M-V/def2-TZVPD" e_homo_ev="-3.0 / -5.0" multiplicity=5 gap_ha="0.1991 / 0.2506" relative_energy_kcal_mol=37.26 lumo_energy_ev="2.4 / 1.8" e_tot_ev=-111563.5539 total_charge=-1
Ru -0.29 0.66 -0.30 1.57
C 2.20 0.17 5.90 0.00
C 1.42 0.57 4.68 0.00
C 0.03 0.55 4.67 -0.01
C -0.66 0.94 3.54 -0.01
C 0.01 1.38 2.39 -0.01
N -0.70 1.77 1.23 0.22
C -1.62 2.81 1.26 -0.05
C -1.92 3.46 2.47 0.06
C -2.90 4.43 2.58 -0.03
C -3.64 4.81 1.47 0.06
C -4.76 5.81 1.56 0.00
C -3.28 4.25 0.25 -0.03
C -2.27 3.30 0.10 0.13
C -1.84 2.95 -1.33 0.00
O -0.67 2.25 -1.45 0.13
C -1.54 4.28 -2.11 0.07
F -0.85 4.04 -3.24 0.00
F -2.67 4.94 -2.50 0.00
F -0.82 5.15 -1.38 0.01
C -2.95 2.21 -2.07 0.77
F -2.71 1.98 -3.37 0.04
F -4.21 2.66 -1.96 0.03
F -2.19 0.18 -0.54 0.01
C 1.41 1.34 2.37 -0.02
C 2.08 0.96 3.53 0.00
C 2.13 1.71 1.07 0.04
O 1.62 1.09 -0.04 -0.03
C 3.61 1.22 1.11 -0.01
F 3.67 -0.08 1.45 0.00
F 4.37 1.90 2.00 0.00
F 4.21 1.33 -0.09 0.00
C 2.18 3.28 0.93 0.00
F 1.11 3.77 0.31 0.00
F 2.26 3.89 2.13 0.00
F 3.25 3.71 0.22 0.00
H 1.74 0.54 6.82 0.00
H 3.22 0.55 5.86 0.00
H 2.26 -0.92 5.99 0.00
H -0.52 0.22 5.54 0.06
H -1.74 0.90 3.53 -0.02
H -1.36 3.21 3.36 0.01
H -3.09 4.89 3.54 0.00
H -4.65 6.45 2.44 0.00
H -5.73 5.31 1.64 0.00
H -4.79 6.46 0.68 0.00
H -3.80 4.60 -0.63 0.00
H 3.16 0.95 3.55 0.00
C 0.03 -3.03 5.19 0.04
N -0.91 -2.53 4.21 0.05
C -2.21 -2.25 4.64 0.54
C -3.09 -1.64 3.76 -0.18
C -2.71 -1.38 2.47 0.38
N -1.40 -1.72 2.04 0.03
C -0.44 -2.23 2.96 -0.05
O 0.71 -2.39 2.64 0.01
N -3.51 -0.79 1.52 0.09
H -0.43 -3.86 5.74 -0.01
H 0.31 -2.25 5.90 -0.02
H 0.92 -3.38 4.68 0.00
H -2.44 -2.48 5.67 0.07
H -4.08 -1.36 4.09 -0.01
H -4.30 -0.29 1.89 0.00
H -3.05 -0.33 0.74 -0.02
O -0.78 -3.65 0.42 0.02
S -1.27 -2.27 0.39 0.04
N 0.07 -1.28 0.00 0.05
C 3.49 -1.35 -1.65 -0.01
C 2.54 -2.51 -1.97 0.01
C 2.33 -3.27 -0.65 0.01
C 3.23 -3.43 -2.99 0.00
P 0.93 -1.77 -2.58 -0.03
N 0.08 -1.05 -1.42 0.01
C -0.14 -3.15 -3.35 0.00
C -1.62 -2.71 -3.29 0.00
C 0.21 -3.51 -4.79 0.00
C -0.04 -4.44 -2.53 0.00
C 1.21 -0.40 -3.84 0.00
C 2.27 -0.76 -4.90 0.00
C -0.13 -0.07 -4.52 0.00
C 1.66 0.91 -3.19 0.03
H 4.32 -1.75 -1.05 0.00
H 3.00 -0.58 -1.06 0.01
H 3.92 -0.90 -2.55 0.00
H 3.32 -3.62 -0.33 0.00
H 1.68 -4.13 -0.74 0.00
H 1.92 -2.63 0.13 0.00
H 4.18 -3.74 -2.56 0.00
H 3.44 -2.94 -3.94 0.00
H 2.66 -4.34 -3.19 0.00
H -1.87 -1.96 -4.03 0.00
H -1.89 -2.31 -2.31 0.00
H -2.23 -3.60 -3.48 0.00
H 0.04 -2.70 -5.49 0.00
H -0.45 -4.33 -5.09 0.00
H 1.24 -3.86 -4.90 0.00
H -0.29 -4.30 -1.48 0.00
H 0.94 -4.91 -2.60 0.00
H -0.76 -5.15 -2.95 0.00
H 2.12 -1.72 -5.38 0.00
H 3.27 -0.74 -4.48 0.00
H 2.22 0.01 -5.67 0.00
H -0.47 -0.84 -5.20 0.00
H 0.03 0.84 -5.11 0.00
H -0.90 0.14 -3.79 0.00
H 2.61 0.85 -2.67 0.00
H 0.92 1.33 -2.52 -0.03
H 1.78 1.63 -4.01 0.00

---

[3]
95
Properties=species:S:1:pos:R:3:mulliken_charge:R:1 method="wB97M-V/def2-TZVPD" e_homo_ev=-6.7 gap_ha=0.2451 relative_energy_kcal_mol=0.00 lumo_energy_ev=0.0 e_tot_ev=-222577.3778
Ir 0.15 0.73 -0.47 2.01
C 2.41 0.33 1.72 -1.24
C 1.30 -0.48 2.36 -1.28
P -0.32 0.19 1.78 0.85
C -1.46 -1.18 2.08 0.24
C -1.26 -2.08 3.13 -0.37
C -2.18 -3.10 3.34 -0.89
C -3.29 -3.22 2.52 -0.70
C -3.50 -2.32 1.48 -0.52
C -2.59 -1.30 1.27 0.55
C -0.75 1.36 3.12 1.11
C -2.00 1.30 3.73 -0.72
C -2.32 2.17 4.77 -0.80
C -1.40 3.12 5.19 -0.57
C -0.16 3.21 4.56 -1.08
C 0.15 2.34 3.52 -0.53
P 2.27 0.21 -0.10 0.93
C 2.87 -1.46 -0.50 0.85
C 3.76 -2.12 0.34 -0.60
C 4.21 -3.40 0.04 -0.66
C 3.76 -4.04 -1.10 -0.83
C 2.87 -3.39 -1.95 -0.77
C 2.42 -2.11 -1.65 0.02
C 3.58 1.29 -0.72 0.91
C 4.05 1.06 -2.02 -0.74
C 5.01 1.89 -2.57 -0.66
C 5.51 2.97 -1.84 -0.58
C 5.02 3.22 -0.56 -0.81
C 4.05 2.39 -0.01 -0.42
H 3.41 0.04 2.08 1.02
H 2.28 1.38 1.93 -0.42
H 1.37 -0.45 3.45 0.84
H 1.34 -1.52 2.04 0.16
H -0.41 -1.98 3.79 0.37
H -2.01 -3.81 4.14 0.41
H -4.00 -4.02 2.69 0.37
H -4.37 -2.40 0.84 0.57
H -2.75 -0.60 0.45 -0.42
H -2.74 0.57 3.41 0.44
H -3.29 2.11 5.24 0.43
H -1.64 3.79 6.01 0.39
H 0.55 3.96 4.87 0.47
H 1.11 2.45 3.03 0.19
H 4.13 -1.63 1.24 0.34
H 4.91 -3.90 0.70 0.45
H 4.12 -5.03 -1.34 0.40
H 2.52 -3.89 -2.85 0.46
H 1.73 -1.61 -2.31 0.37
H 3.66 0.23 -2.59 0.33
H 5.37 1.71 -3.57 0.44
H 6.27 3.61 -2.26 0.41
H 5.38 4.07 0.00 0.44
H 3.66 2.62 0.97 0.25
O -1.69 1.95 -1.23 0.17
C -1.47 2.98 -2.24 -1.85
C 0.00 3.36 -2.63 2.43
C -0.15 4.58 -3.56 -1.48
O 1.08 4.99 -4.14 -0.56
C 0.73 2.28 -3.45 -1.21
Se 0.28 0.49 -2.93 -0.29
C 0.89 3.82 -1.47 -1.63
Se 0.62 2.96 0.22 -0.16
H -2.62 1.56 -1.33 -0.47
H -1.97 3.87 -1.87 0.37
H -1.96 2.66 -3.16 0.46
H -0.63 5.40 -3.02 0.49
H -0.80 4.31 -4.40 0.54
H 1.62 5.38 -3.45 0.36
H 1.80 2.42 -3.39 0.30
H 0.45 2.34 -4.50 0.60
H 0.71 4.88 -1.23 0.49
H 1.94 3.72 -1.75 0.44
C -7.04 -1.00 0.32 -0.91
O -5.88 -0.92 -0.50 -0.22
C -5.28 0.29 -0.64 0.40
S -5.87 1.65 0.11 -0.32
S -3.88 0.19 -1.63 -0.57
H -7.34 -2.05 0.29 0.26
H -7.84 -0.37 -0.07 0.38
H -6.82 -0.69 1.34 0.37
C 0.39 -4.11 0.56 -0.97
N -0.56 -3.79 -0.49 0.90
C -1.25 -4.91 -1.11 -1.16
C -0.69 -2.54 -0.96 0.03
C -1.59 -2.33 -2.14 -1.90
O -0.07 -1.61 -0.39 0.54
H -0.13 -4.57 1.40 0.41
H 0.86 -3.20 0.90 0.13
H 1.15 -4.79 0.18 0.48
H -1.21 -5.75 -0.42 0.41
H -0.77 -5.22 -2.05 0.28
H -2.29 -4.68 -1.31 0.36
H -1.35 -3.03 -2.94 0.48
H -1.49 -1.32 -2.50 -0.17
H -2.63 -2.47 -1.85 0.37

---

[4]
94
Properties=species:S:1:pos:R:3:mulliken_charge:R:1 method="wB97M-V/def2-TZVPD" e_homo_ev=-18.8 gap_ha=0.2242 lumo_energy_ev=-12.7 e_tot_ev=-76276.1652 total_charge=+4
Pd -0.10 0.96 0.02 -0.56
C -3.00 1.79 0.60 -0.67
C -3.16 1.85 -0.90 -1.24
C -2.62 0.66 -1.64 0.79
C -3.45 0.05 -2.57 -1.26
C -3.04 -1.03 -3.30 -0.75
C -1.75 -1.52 -3.09 -1.69
C -0.97 -0.93 -2.12 -0.84
N -1.37 0.16 -1.41 2.16
N -1.63 2.09 1.04 0.17
C -1.44 1.75 2.47 -1.02
C 0.02 1.86 2.78 0.84
C 0.47 2.18 4.04 -0.95
C 1.84 2.31 4.27 -0.69
C 2.71 2.14 3.21 -1.18
C 2.20 1.82 1.97 -0.58
N 0.88 1.67 1.74 1.30
C -1.29 3.53 0.83 -1.00
C -0.68 3.78 -0.52 0.11
C -0.78 5.00 -1.16 -0.99
C -0.27 5.13 -2.44 -0.80
C 0.29 4.02 -3.06 -1.05
C 0.37 2.84 -2.36 -1.17
N -0.07 2.73 -1.10 2.02
H -3.26 0.79 0.96 0.24
H -3.68 2.50 1.07 0.38
H -2.76 2.77 -1.33 0.25
H -4.23 1.88 -1.10 0.83
H -4.45 0.45 -2.70 0.59
H -3.72 -1.53 -3.98 0.51
H -1.38 -2.39 -3.62 0.60
H -0.01 -1.36 -1.86 1.12
H -1.77 0.73 2.62 0.05
H -2.03 2.42 3.10 0.82
H -0.24 2.34 4.84 0.61
H 2.20 2.56 5.26 0.51
H 3.78 2.25 3.33 0.59
H 2.86 1.69 1.13 0.59
H -0.60 3.85 1.61 0.46
H -2.20 4.13 0.95 0.60
H -1.27 5.83 -0.67 0.59
H -0.34 6.08 -2.96 0.49
H 0.65 4.07 -4.08 0.59
H 0.78 1.95 -2.81 0.78
C 2.84 -1.68 -4.06 -1.27
C 2.80 -0.28 -3.51 -0.28
O 1.75 -0.21 -2.42 -0.05
P 1.94 0.17 -0.93 0.40
O 3.14 1.15 -0.81 -0.33
C 3.49 2.47 -1.41 0.02
C 4.92 2.76 -1.06 -1.30
O 2.31 -1.03 -0.02 -0.04
C 3.53 -1.90 -0.21 -0.27
C 3.08 -3.33 -0.30 -1.22
H 3.55 -1.69 -4.89 0.44
H 1.87 -1.99 -4.45 0.34
H 3.19 -2.40 -3.32 0.28
H 2.46 0.44 -4.25 0.40
H 3.74 0.04 -3.08 0.44
H 2.80 3.20 -0.98 0.12
H 3.33 2.39 -2.48 0.48
H 5.07 2.82 0.02 0.32
H 5.20 3.72 -1.50 0.44
H 5.59 2.00 -1.47 0.35
H 4.14 -1.70 0.67 0.35
H 4.05 -1.55 -1.10 0.40
H 2.56 -3.63 0.60 0.30
H 3.96 -3.96 -0.41 0.49
H 2.44 -3.49 -1.17 0.28
N -0.31 -0.69 1.26 0.32
S -0.60 -2.27 0.75 0.46
C -0.39 -3.18 2.28 1.12
C 0.07 -2.59 3.45 -0.27
C 0.24 -3.40 4.57 -0.81
C -0.04 -4.76 4.50 -0.62
C -0.50 -5.33 3.32 -0.85
C -0.67 -4.54 2.19 -0.63
C -2.35 -2.36 0.47 0.32
C -2.73 -3.18 -0.59 -0.27
C -4.08 -3.42 -0.79 -0.87
C -5.03 -2.83 0.02 -0.63
C -4.63 -2.05 1.11 -0.68
C -3.28 -1.83 1.36 -0.78
H 0.65 -0.79 1.62 -0.01
H 0.26 -1.53 3.53 0.25
H 0.59 -2.97 5.49 0.50
H 0.10 -5.38 5.37 0.46
H -0.72 -6.39 3.27 0.48
H -1.03 -4.99 1.27 0.50
H -1.98 -3.65 -1.22 0.60
H -4.39 -4.07 -1.60 0.55
H -6.08 -3.02 -0.15 0.49
H -5.38 -1.65 1.79 0.56
H -2.95 -1.31 2.25 0.56